Record 1
This record from the Open Molecules 2025 dataset describes a 10-piece molecular cluster, C38H82N10O13 overall. The level of theory is ωB97M-V/def2-TZVPD.

Computed properties:
Total charge   0
Spin multiplicity   1
Orbital gap   8.208 eV
Molar mass   887.1 Da
Structure (SMILES)   CCO[C@]1(CC)C(=O)OC[C@@H]1CCC(N)=O.CN(C)C=O.CN(C)C=O.CN(C)C=O.CN(C)C=O.CN(C)C=O.CN(C)C=O.CN(C)C=O.CN(C)C=O.CN(C)C=O
HOMO   -8.0 eV

Element x y z (Å)
C (-2.054, 1.305, -3.073)
C (-2.095, 2.798, -3.673)
O (-0.805, 3.430, -3.438)
C (-0.099, 3.709, -4.656)
C (-0.179, 5.170, -5.321)
C (-1.447, 6.033, -4.793)
C (0.018, 2.593, -5.803)
O (-0.506, 2.674, -6.949)
O (0.821, 1.527, -5.328)
C (1.576, 2.021, -4.171)
C (1.451, 3.635, -4.146)
C (1.838, 4.348, -2.771)
C (2.882, 5.595, -2.954)
C (2.172, 6.965, -2.554)
N (0.734, 7.273, -2.759)
O (2.863, 7.866, -1.974)
H (-2.773, 0.609, -3.609)
H (-0.989, 0.868, -3.111)
H (-2.278, 1.409, -1.947)
H (-2.856, 3.380, -3.023)
H (-2.479, 2.873, -4.744)
H (-0.217, 5.163, -6.461)
H (0.763, 5.780, -5.042)
H (-1.568, 5.905, -3.663)
H (-2.372, 5.689, -5.384)
H (-1.197, 7.128, -5.016)
H (2.618, 1.576, -4.347)
H (1.153, 1.438, -3.280)
H (2.199, 3.911, -4.985)
H (0.958, 4.767, -2.181)
H (2.341, 3.571, -2.083)
H (3.718, 5.413, -2.198)
H (3.286, 5.557, -4.019)
H (0.480, 7.850, -1.931)
H (0.696, 7.958, -3.543)
C (-4.306, -3.759, -3.685)
N (-4.471, -2.461, -3.058)
C (-5.790, -1.863, -3.015)
C (-3.423, -1.787, -2.509)
O (-3.491, -0.696, -1.969)
H (-4.620, -3.690, -4.731)
H (-4.928, -4.485, -3.162)
H (-3.269, -4.083, -3.645)
H (-5.765, -0.901, -3.532)
H (-6.073, -1.693, -1.973)
H (-6.521, -2.517, -3.491)
H (-2.468, -2.329, -2.596)
C (-7.141, -7.999, -0.370)
N (-5.820, -7.607, -0.816)
C (-4.784, -8.618, -0.917)
C (-5.521, -6.318, -1.143)
O (-4.434, -5.923, -1.523)
H (-7.065, -8.428, 0.632)
H (-7.542, -8.747, -1.060)
H (-7.814, -7.141, -0.342)
H (-3.953, -8.343, -0.268)
H (-4.425, -8.659, -1.950)
H (-5.171, -9.593, -0.625)
H (-6.378, -5.634, -1.030)
C (1.115, 0.552, 2.119)
N (1.080, 1.056, 0.759)
C (1.874, 2.222, 0.424)
C (0.325, 0.466, -0.210)
O (0.248, 0.836, -1.369)
H (0.769, 1.335, 2.797)
H (2.142, 0.278, 2.370)
H (0.474, -0.324, 2.228)
H (1.213, 3.011, 0.056)
H (2.580, 1.959, -0.368)
H (2.421, 2.579, 1.299)
H (-0.235, -0.410, 0.155)
C (2.148, 2.341, 7.445)
N (2.328, 1.539, 6.252)
C (3.582, 1.627, 5.529)
C (1.355, 0.705, 5.787)
O (1.443, 0.008, 4.794)
H (2.250, 3.397, 7.183)
H (2.915, 2.068, 8.175)
H (1.162, 2.175, 7.884)
H (3.384, 1.959, 4.507)
H (4.045, 0.638, 5.493)
H (4.257, 2.330, 6.019)
H (0.445, 0.714, 6.408)
C (7.806, 2.879, -0.234)
N (6.537, 2.241, -0.522)
C (6.382, 0.826, -0.241)
C (5.485, 2.929, -1.047)
O (4.396, 2.453, -1.312)
H (8.591, 2.388, -0.814)
H (8.021, 2.777, 0.833)
H (7.778, 3.938, -0.493)
H (6.131, 0.303, -1.167)
H (5.565, 0.689, 0.471)
H (7.303, 0.415, 0.174)
H (5.709, 3.994, -1.221)
C (0.994, -5.757, -5.294)
N (-0.431, -5.580, -5.479)
C (-0.914, -5.019, -6.727)
C (-1.334, -5.925, -4.516)
O (-2.540, -5.802, -4.609)
H (1.487, -4.785, -5.377)
H (1.374, -6.427, -6.071)
H (1.211, -6.186, -4.315)
H (-1.472, -4.104, -6.516)
H (-1.585, -5.736, -7.206)
H (-0.080, -4.795, -7.393)
H (-0.862, -6.340, -3.611)
C (4.257, 2.541, 12.008)
N (2.989, 1.902, 11.723)
C (2.837, 0.487, 12.003)
C (1.934, 2.589, 11.200)
O (0.844, 2.115, 10.938)
H (5.041, 2.052, 11.424)
H (4.476, 2.439, 13.073)
H (4.227, 3.601, 11.749)
H (2.584, -0.036, 11.077)
H (2.022, 0.348, 12.717)
H (3.760, 0.077, 12.415)
H (2.156, 3.655, 11.027)
C (-2.191, -13.222, 0.485)
N (-3.215, -12.251, 0.815)
C (-4.578, -12.706, 1.009)
C (-2.935, -10.923, 0.951)
O (-3.746, -10.059, 1.226)
H (-2.460, -13.717, -0.452)
H (-2.131, -13.963, 1.286)
H (-1.219, -12.741, 0.369)
H (-5.229, -12.202, 0.291)
H (-4.903, -12.446, 2.019)
H (-4.645, -13.785, 0.869)
H (-1.872, -10.687, 0.783)
C (-0.041, 8.605, 2.744)
N (-0.117, 9.087, 1.380)
C (0.645, 10.263, 1.007)
C (-0.883, 8.470, 0.438)
O (-0.990, 8.824, -0.722)
H (-0.386, 9.392, 3.419)
H (0.997, 8.354, 2.975)
H (-0.662, 7.719, 2.880)
H (-0.040, 11.034, 0.644)
H (1.336, 10.001, 0.202)
H (1.205, 10.644, 1.862)
H (-1.419, 7.589, 0.826)

Mulliken population analysis, charges in e, atoms 1 to 8: C -0.501; C -0.473; O -0.225; C 0.769; C -0.327; C -1.184; C 0.466; O -0.634

=====

Record 2
This record from the Open Molecules 2025 dataset describes a 7-piece molecular cluster, C38H85BF2N7O14P2S overall. The level of theory is ωB97M-V/def2-TZVPD.

Computed properties:
Total charge   +1
Spin multiplicity   1
Orbital gap   6.715 eV
Molar mass   1007.0 Da
HOMO   -10.0 eV

Element x y z (Å)
C (-3.903, 1.946, 3.460)
O (-3.314, 3.033, 2.735)
C (-4.302, 3.779, 2.021)
C (-4.205, 3.523, 0.466)
C (-2.977, 2.648, 0.024)
C (-2.972, 2.611, -1.569)
C (-2.694, 1.143, -2.136)
C (-1.360, 1.216, -2.971)
C (-1.153, 0.100, -4.050)
C (-1.338, -1.401, -3.663)
C (-0.179, -2.155, -2.879)
C (-0.543, -3.683, -2.920)
C (-2.026, -4.101, -3.223)
F (-0.208, -4.408, -1.739)
C (-0.359, -1.643, -1.380)
P (-1.943, -2.181, -0.512)
P (-1.859, -1.426, 1.544)
O (-1.197, -2.481, 2.412)
O (-3.473, -1.296, 1.997)
O (-1.134, 0.077, 1.639)
C (0.764, -2.087, -0.352)
C (2.063, -2.496, -1.132)
C (2.292, -1.613, -2.408)
C (3.725, -2.007, -2.938)
B (4.967, -1.685, -1.964)
O (5.500, -0.363, -1.781)
O (5.587, -2.710, -1.219)
C (2.368, -0.049, -2.113)
C (2.798, 0.383, -0.682)
F (3.089, 0.604, -3.139)
N (1.181, -1.818, -3.446)
S (1.604, -2.594, -4.961)
C (2.479, -1.431, -6.136)
O (2.223, -3.939, -4.869)
O (0.357, -2.868, -5.769)
H (-4.899, 2.188, 3.901)
H (-3.225, 1.702, 4.319)
H (-3.928, 1.053, 2.786)
H (-4.147, 4.874, 2.222)
H (-5.348, 3.542, 2.334)
H (-5.137, 3.010, 0.100)
H (-4.107, 4.502, -0.072)
H (-2.942, 1.636, 0.486)
H (-2.058, 3.193, 0.371)
H (-3.908, 3.027, -2.007)
H (-2.152, 3.316, -1.875)
H (-2.452, 0.547, -1.217)
H (-3.567, 0.728, -2.689)
H (-0.510, 1.331, -2.241)
H (-1.383, 2.195, -3.523)
H (-0.204, 0.360, -4.613)
H (-1.949, 0.308, -4.821)
H (-2.315, -1.436, -3.116)
H (-1.589, -1.907, -4.633)
H (0.014, -4.282, -3.688)
H (-2.823, -3.493, -2.756)
H (-2.153, -4.122, -4.335)
H (-2.126, -5.167, -2.893)
H (-0.353, -0.519, -1.316)
H (-3.105, -1.541, -1.078)
H (-3.579, -1.600, 2.920)
H (-0.727, 0.105, 2.523)
H (0.423, -2.984, 0.229)
H (0.952, -1.292, 0.411)
H (2.071, -3.563, -1.483)
H (2.874, -2.441, -0.369)
H (4.013, -1.532, -3.906)
H (3.728, -3.132, -2.979)
H (6.064, -0.178, -2.545)
H (5.534, -2.533, -0.258)
H (1.342, 0.411, -2.218)
H (3.344, -0.376, -0.082)
H (1.901, 0.689, -0.082)
H (3.448, 1.296, -0.722)
H (1.117, -0.841, -3.818)
H (2.239, -0.403, -5.773)
H (2.179, -1.636, -7.183)
H (3.588, -1.562, -6.076)
C (-1.642, 7.230, 4.638)
O (-2.401, 7.404, 3.705)
N (-1.752, 6.240, 5.556)
C (-0.809, 6.091, 6.646)
C (-2.852, 5.302, 5.439)
H (-0.776, 7.887, 4.814)
H (-0.331, 5.110, 6.577)
H (-1.341, 6.168, 7.597)
H (-0.043, 6.863, 6.603)
H (-2.792, 4.795, 4.473)
H (-3.798, 5.847, 5.488)
H (-2.813, 4.566, 6.241)
C (7.207, -2.129, 2.242)
O (6.482, -1.992, 1.270)
N (7.086, -3.098, 3.172)
C (7.988, -3.199, 4.304)
C (6.018, -4.073, 3.037)
H (8.046, -1.445, 2.437)
H (8.493, -4.166, 4.277)
H (7.415, -3.117, 5.229)
H (8.735, -2.405, 4.275)
H (6.131, -4.601, 2.087)
H (5.056, -3.555, 3.037)
H (6.050, -4.786, 3.859)
C (1.424, 9.464, 1.541)
O (1.702, 8.433, 2.121)
N (0.184, 9.812, 1.122)
C (-0.075, 11.061, 0.435)
C (-0.921, 8.901, 1.372)
H (2.188, 10.221, 1.304)
H (-0.794, 11.648, 1.012)
H (-0.490, 10.851, -0.553)
H (0.843, 11.637, 0.320)
H (-1.017, 8.735, 2.442)
H (-0.713, 7.943, 0.890)
H (-1.850, 9.313, 0.982)
C (-5.868, -2.084, 4.250)
O (-4.925, -1.898, 4.996)
N (-7.172, -1.970, 4.589)
C (-8.240, -2.209, 3.638)
C (-7.510, -1.596, 5.951)
H (-5.721, -2.374, 3.197)
H (-8.842, -1.302, 3.537)
H (-8.871, -3.022, 4.002)
H (-7.837, -2.479, 2.663)
H (-7.069, -0.623, 6.179)
H (-7.099, -2.334, 6.642)
H (-8.591, -1.544, 6.072)
C (6.836, -7.764, 4.670)
O (6.453, -6.782, 5.276)
N (6.139, -8.403, 3.700)
C (6.660, -9.572, 3.019)
C (4.828, -7.900, 3.333)
H (7.815, -8.225, 4.873)
H (6.732, -9.364, 1.949)
H (5.984, -10.415, 3.179)
H (7.648, -9.832, 3.398)
H (4.920, -6.869, 2.985)
H (4.176, -7.914, 4.209)
H (4.394, -8.514, 2.545)
C (-1.052, 1.330, -7.565)
O (-1.375, 2.329, -6.956)
N (-1.795, 0.716, -8.515)
C (-1.340, -0.479, -9.199)
C (-3.090, 1.277, -8.860)
H (-0.088, 0.826, -7.379)
H (-1.281, -0.281, -10.271)
H (-2.050, -1.289, -9.020)
H (-0.357, -0.781, -8.838)
H (-2.959, 2.300, -9.216)
H (-3.724, 1.297, -7.971)
H (-3.567, 0.679, -9.635)

Mulliken population analysis, charges in e, atoms 1 to 8: C -0.780; O -0.267; C -0.468; C -0.892; C 0.498; C -1.231; C 0.878; C -1.245

=====

total charge of number 2 (C38H85BF2N7O14P2S)?
+1

=====

Look up the orbital gap of the second one.
6.715 eV